Entry 1:
The following is a quantum chemistry calculation of C19H25N3O4S in the gas phase, from the OMol25 dataset.

SMILES: CCOc1ccc(CC(=O)Nc2c3c(nn2C(C)(C)C)CS(=O)(=O)C3)cc1

Geometry (Å):
C1 -6.2354 -0.4945 -1.5101
C2 -5.2777 0.6502 -1.1945
O1 -4.6010 0.4715 0.0348
C3 -3.5781 -0.4172 0.1247
C4 -3.0058 -1.1138 -0.9362
C5 -1.9353 -1.9611 -0.7120
C6 -1.4118 -2.1462 0.5604
C7 -1.9943 -1.4548 1.6192
C8 -3.0603 -0.6053 1.4080
H1 -3.5141 -0.0684 2.2260
H2 -1.6179 -1.5918 2.6241
C9 -0.1971 -3.0070 0.7585
C10 1.0557 -2.2948 0.2522
O2 1.8795 -2.8108 -0.4621
N1 1.1288 -1.0057 0.6968
C11 2.1458 -0.1105 0.3981
C12 3.5033 -0.3250 0.2450
C13 4.0290 0.9562 -0.0245
N2 3.0796 1.8689 -0.0259
N3 1.9327 1.2272 0.2298
C14 0.6761 1.9741 0.2522
C15 1.0112 3.4450 0.0016
H3 1.6356 3.8307 0.8016
H4 1.5544 3.5553 -0.9312
H5 0.0932 4.0237 -0.0490
C16 -0.0064 1.8415 1.6229
H6 -0.6514 2.7005 1.7878
H7 -0.6343 0.9554 1.6895
H8 0.7367 1.8194 2.4170
C17 -0.2363 1.4612 -0.8667
H9 -1.1825 1.9951 -0.8376
H10 0.2313 1.6304 -1.8335
H11 -0.4422 0.3987 -0.7662
C18 5.4739 1.0779 -0.2713
H12 5.7186 1.5909 -1.1960
H13 6.0280 1.5001 0.5627
S1 5.9605 -0.7027 -0.4166
O3 7.0734 -0.9740 0.4537
O4 6.1197 -1.0355 -1.8034
C19 4.4264 -1.4706 0.2600
H14 4.1062 -2.2896 -0.3791
H15 4.6702 -1.8314 1.2568
H16 0.3437 -0.6492 1.2228
H17 -0.0553 -3.2370 1.8168
H18 -0.2830 -3.9447 0.2087
H19 -1.4947 -2.4875 -1.5460
H20 -3.3744 -1.0021 -1.9432
H21 -5.8406 1.5777 -1.0580
H22 -4.5620 0.7996 -2.0123
H23 -6.7645 -0.2841 -2.4352
H24 -6.9586 -0.6018 -0.7057
H25 -5.6987 -1.4342 -1.6159

Results of the Löwdin charge analysis, in e, for atoms 1 through 8:
1. C -0.061
2. C -0.245
3. O -0.050
4. C -0.270
5. C -0.015
6. C -0.028
7. C -0.257
8. C -0.059

Entry 2:
The following is a quantum chemistry calculation of 10 unconnected molecules or ions with the total composition C22H68N16O10, from the OMol25 dataset.

SMILES: COC[C@H](C)N.COC[C@H](C)N.COC[C@H](C)N.COC[C@H](C)N.NC(N)=O.NC(N)=O.NC(N)=O.NC(N)=O.NC(N)=O.NC(N)=O

Geometry (Å):
C1 0.2893 4.7732 -0.9990
O1 -0.0097 4.5930 0.1881
N1 1.5438 5.0600 -1.3711
N2 -0.5268 4.6187 -2.0451
H1 2.2984 5.0778 -0.6956
H2 1.8283 5.1425 -2.3486
H3 -1.4519 4.3610 -1.8082
H4 -0.4244 5.2702 -2.8015
C2 5.8384 -1.3212 0.0623
O2 6.2997 -1.7309 -0.9728
N3 4.5572 -0.9522 0.2152
N4 6.5846 -1.3970 1.2261
H5 4.1798 -0.6486 1.0856
H6 4.1423 -0.8806 -0.7112
H7 7.5345 -1.6264 1.0841
H8 6.2329 -0.8978 2.0057
C3 3.5693 3.6473 1.5893
O3 4.0942 4.6736 1.1188
N5 2.5757 3.6373 2.4665
N6 4.0639 2.4265 1.3549
H9 2.2540 4.5661 2.6112
H10 1.8983 2.8799 2.5399
H11 3.5804 1.5910 1.6539
H12 4.8243 2.2903 0.7167
C4 1.4216 -3.0138 -2.1742
O4 1.8500 -2.0711 -1.5550
N7 0.1043 -3.2216 -2.2440
N8 2.0843 -3.8497 -3.0184
H13 -0.3766 -2.3839 -1.9794
H14 -0.3447 -3.6649 -3.0366
H15 1.6907 -4.7416 -3.2861
H16 3.0029 -3.6255 -3.3252
C5 2.1752 -2.5632 2.4929
O5 2.5863 -1.4295 2.6845
N9 1.8910 -3.0898 1.3106
N10 2.2457 -3.5402 3.4684
H17 2.1657 -4.0505 1.1233
H18 2.1128 -2.4486 0.5479
H19 2.4907 -3.0832 4.3186
H20 1.5456 -4.2614 3.6028
C6 -3.0042 -3.3898 -3.8345
O6 -2.0630 -3.9792 -4.2548
N11 -3.4061 -3.3639 -2.5012
N12 -3.8716 -2.6499 -4.5227
H21 -2.8550 -3.9077 -1.8939
H22 -4.2078 -2.9074 -2.1212
H23 -4.4652 -2.0081 -4.0289
H24 -3.8956 -2.5767 -5.5263
C7 3.9970 -0.1612 -3.9849
C8 2.9537 -0.8162 -4.8567
C9 1.6799 0.0388 -4.7403
O7 0.5722 -0.3470 -5.5072
C10 0.1247 -1.6692 -5.1814
N13 3.3547 -1.0455 -6.2537
H25 4.0192 0.9013 -4.2688
H26 5.0161 -0.5070 -4.1225
H27 3.6758 -0.2271 -2.9390
H28 2.6689 -1.7660 -4.3989
H29 1.8799 1.0672 -5.0421
H30 1.4986 0.0236 -3.6728
H31 -0.4191 -1.5504 -4.2426
H32 0.9089 -2.4251 -5.1223
H33 -0.5445 -2.0187 -5.9768
H34 3.3284 -0.1825 -6.7629
H35 2.6910 -1.6324 -6.7192
C11 -3.4418 4.0325 2.6679
C12 -3.9220 4.2232 1.2346
C13 -5.3341 3.9581 1.0904
O8 -5.7671 4.2507 -0.2241
C14 -5.6558 3.2250 -1.2056
N14 -3.7255 5.6778 0.9481
H36 -3.8681 4.9253 3.1104
H37 -2.3508 4.0859 2.7061
H38 -3.9391 3.1557 3.0647
H39 -3.4203 3.4992 0.5650
H40 -5.8956 4.6270 1.7536
H41 -5.6068 2.9333 1.3542
H42 -5.7447 3.7225 -2.1719
H43 -6.4890 2.5171 -1.1761
H44 -4.7159 2.6735 -1.1321
H45 -2.7712 5.9615 0.9814
H46 -4.1108 5.9922 0.0542
C15 1.2792 1.4096 -0.7663
C16 0.0236 1.4080 0.1006
C17 -0.4732 -0.0165 0.3673
O9 -1.1718 -0.6137 -0.7485
C18 -2.4550 -0.0810 -0.9422
N15 0.4062 1.9162 1.4443
H47 1.7382 2.3840 -0.9064
H48 1.1623 0.8814 -1.7232
H49 2.0294 0.8288 -0.2231
H50 -0.8074 2.0092 -0.3611
H51 -1.2331 0.0197 1.2578
H52 0.3181 -0.7093 0.6814
H53 -2.9825 -0.7941 -1.5759
H54 -2.3838 0.8735 -1.5327
H55 -3.0928 0.1482 -0.0779
H56 -0.3041 1.5799 2.0904
H57 0.2705 2.9220 1.4620
C19 -0.3122 -3.6444 6.6505
C20 -1.5480 -2.6559 6.6921
C21 -2.2465 -2.6640 5.3578
O10 -1.2633 -2.6044 4.3295
C22 -1.8326 -2.6269 3.0397
N16 -2.5571 -3.0347 7.6673
H58 0.0532 -3.9176 7.6411
H59 0.5535 -3.2077 6.1315
H60 -0.5330 -4.5919 6.1230
H61 -1.1772 -1.6365 6.9099
H62 -2.9058 -1.7991 5.2864
H63 -2.7500 -3.6326 5.1774
H64 -1.0343 -2.6935 2.2989
H65 -2.3433 -1.6375 2.8412
H66 -2.4812 -3.4831 2.9317
H67 -2.9490 -3.9278 7.5083
H68 -2.2970 -2.8840 8.6266

Results of the Löwdin charge analysis, in e, for atoms 1 through 8:
1. C -0.702
2. O -0.002
3. N 0.169
4. N 0.168
5. H 0.095
6. H 0.118
7. H 0.089
8. H 0.106

LUMO values (in eV) by entry order: 0.467; -0.043.
Electronic energy values (in Ha) by entry order: -1602.422057; -2507.655223.
E_HOMO values (in eV) by entry order: -8.794; -8.878.